Molecular formula: C4H11N2O
Method: DFT, ωB97M-V with the def2-TZVPD basis set

Properties
HOMO level: -3.182 eV
net charge: -1
lowest unoccupied orbital energy: 4.310 eV
gap between HOMO and LUMO: 0.2753 Eh
energy above the lowest of the compared OMol25 structures with the same formula, charge and spin: 26.4 kcal/mol

Each line ends with the natural charge from an NBO analysis.
Positions of all 18 atoms, in Å:
H (2.288, 0.878, -2.048)  0.186
N (-1.903, -0.089, 2.382)  -0.559
H (-1.440, 1.720, 3.185)  0.127
O (0.433, -0.048, -0.581)  -0.994
H (-0.698, -1.171, 1.052)  0.220
H (0.077, 0.748, 0.676)  0.484
C (1.621, 0.161, -2.548)  -0.622
N (-0.215, 1.445, 1.538)  -0.895
C (-1.748, -0.914, 1.230)  -0.462
C (-1.207, 1.008, 2.397)  0.276
H (0.808, 0.792, -2.914)  0.198
C (1.145, -0.854, -1.505)  -0.030
H (-2.239, -1.865, 1.476)  0.158
H (-2.129, -0.559, 0.259)  0.197
H (2.159, -0.221, -3.426)  0.152
H (0.507, 2.010, 1.942)  0.361
H (0.564, -1.633, -2.087)  0.092
H (1.977, -1.411, -1.026)  0.111



Molecular formula: C5H20N2O4
Method: DFT, ωB97M-V with the def2-TZVPD basis set

Properties
HOMO level: -8.028 eV
structure (SMILES): CN/C=C/CCN.O.O.O.O
net charge: 0
lowest unoccupied orbital energy: 0.603 eV
gap between HOMO and LUMO: 0.3172 Eh
energy above the lowest of the compared OMol25 structures with the same formula, charge and spin: 0.8 kcal/mol

Each line ends with the natural charge from an NBO analysis.
Positions of all 31 atoms, in Å:
H (2.702, 1.131, -0.741)  0.341
N (-0.119, -2.528, -1.315)  -0.607
H (-2.156, 0.022, 0.368)  0.487
H (-1.490, -3.555, -0.026)  0.176
O (-1.100, 2.610, 2.045)  -0.999
H (-0.335, -1.227, 3.517)  0.481
H (1.613, 1.357, 1.578)  0.471
H (-0.571, -2.689, -2.202)  0.371
H (-1.657, 1.843, 1.789)  0.512
H (0.135, -3.286, 0.599)  0.211
H (0.280, -1.043, 0.094)  0.198
H (-0.694, -0.359, -2.731)  0.192
C (-0.339, -0.160, -1.722)  -0.324
O (-0.193, -1.045, 2.580)  -0.995
C (-0.429, -3.531, -0.303)  -0.408
H (2.383, 0.072, -1.953)  0.362
H (0.420, -0.276, 2.560)  0.509
C (-0.042, 1.265, -1.371)  -0.447
N (2.470, 1.062, -1.725)  -0.831
O (-2.276, 0.270, 1.294)  -0.991
H (-1.658, -0.304, 1.801)  0.508
H (1.099, 1.674, -3.139)  0.184
C (1.245, 1.769, -2.059)  -0.210
O (1.255, 1.271, 2.474)  -0.974
H (0.030, 1.398, -0.283)  0.196
H (0.476, 1.875, 2.455)  0.515
H (1.381, 2.830, -1.838)  0.188
C (-0.067, -1.202, -0.923)  0.000
H (-0.868, 1.919, -1.667)  0.206
H (-1.386, 3.346, 1.495)  0.481
H (-0.109, -4.509, -0.653)  0.200



Molecular formula: C24H54F14N10O28S14
Method: DFT, ωB97M-V with the def2-TZVPD basis set

Properties
HOMO level (alpha / beta): -3.340 / -3.340 eV
net charge: -3
2S+1: 2
lowest unoccupied orbital energy (alpha / beta): 3.987 / -0.953 eV
gap between HOMO and LUMO (alpha / beta): 0.2693 / 0.0877 Eh

Each line ends with the Mulliken spin population.
Positions of all 144 atoms, in Å:
O (0.193, 6.732, -2.534)  -0.002
H (-3.883, 0.590, -2.950)  0.000
O (2.890, -4.384, -2.250)  0.000
H (-4.407, 4.059, -7.308)  0.000
H (-6.853, 4.882, -7.518)  0.000
H (1.880, -3.029, 4.294)  0.000
S (-0.478, 0.605, -5.202)  0.002
H (-4.926, 0.974, -6.135)  0.000
F (-1.716, -0.459, -4.771)  0.000
H (-0.269, 1.533, 1.446)  -0.002
H (3.481, -0.260, 6.697)  0.000
H (-3.583, 2.135, -6.500)  0.000
H (-6.284, 3.026, -6.016)  0.000
S (1.274, 4.238, -2.162)  -0.086
N (2.661, -3.551, -4.812)  0.000
N (3.509, -2.955, 5.791)  0.000
H (-3.978, 4.407, -3.654)  0.000
C (1.387, -1.264, 0.421)  0.001
H (-1.298, -1.896, 0.367)  0.000
O (4.410, -5.263, -4.584)  0.000
H (2.738, -1.241, 2.072)  0.000
H (-6.298, 6.442, -6.842)  0.000
H (1.325, 1.413, 0.684)  -0.001
N (-1.747, 3.535, 2.205)  0.000
C (-2.950, 2.599, -2.948)  0.002
C (-4.109, 1.603, -2.617)  0.000
F (-6.212, -2.272, 0.445)  0.000
H (6.694, -3.622, 5.768)  0.000
O (-2.844, 1.245, 3.125)  0.000
O (0.942, -4.762, 2.843)  0.000
C (0.351, -0.650, 2.606)  0.000
N (0.094, -0.358, -6.519)  0.000
S (-1.631, -3.579, 3.784)  0.000
O (4.761, 1.692, 5.078)  0.000
C (1.540, 0.028, 7.624)  0.000
F (-2.439, -2.114, 3.586)  0.000
S (-2.543, 2.621, 3.461)  0.000
H (2.231, -0.569, 5.623)  0.000
H (5.419, -5.661, 5.997)  0.000
C (2.582, -2.237, 6.813)  0.000
F (1.680, 7.480, -0.786)  0.006
O (-3.653, 2.545, 0.878)  0.000
F (-0.179, -5.596, 0.913)  0.000
F (0.925, -3.402, -3.045)  0.000
H (-3.500, 1.080, -5.030)  0.000
N (0.261, -0.458, 1.090)  -0.001
H (4.770, -5.471, 4.398)  0.000
O (0.556, 1.514, -8.149)  0.000
H (-6.016, 1.296, -3.764)  0.000
S (1.037, 0.631, -7.113)  0.000
S (0.471, 6.420, -1.160)  -0.010
F (-2.505, 4.452, 0.151)  0.000
H (0.293, 1.126, -1.576)  0.000
H (-4.074, 5.176, -6.104)  0.000
C (-3.501, 3.531, -4.093)  -0.002
O (2.075, 1.265, -6.292)  0.000
C (-5.983, 5.488, -7.265)  0.000
O (-3.410, 3.311, 4.455)  0.000
O (-3.266, -1.858, -2.780)  0.000
H (2.908, 0.065, 1.000)  0.000
F (2.872, 1.501, 3.726)  0.000
S (2.541, -3.291, -3.145)  0.000
H (1.656, -2.754, 6.562)  0.000
H (-6.091, 4.211, -4.682)  0.000
H (4.046, -1.569, -0.748)  0.000
S (-5.739, -2.000, -1.078)  0.000
H (-2.003, 2.138, -3.230)  0.008
O (6.578, 0.696, 1.564)  0.000
H (3.566, -3.364, 3.740)  0.000
C (4.945, -2.463, 5.848)  0.000
H (-1.051, -0.633, -1.775)  0.000
F (-1.221, 2.378, 4.344)  0.000
C (-4.147, 1.616, -5.725)  0.000
S (4.044, -3.862, -4.786)  0.000
O (-1.299, 1.748, -5.642)  0.001
O (-0.560, 6.748, -0.202)  0.022
F (6.377, -1.382, 2.680)  0.000
H (3.674, -2.945, 0.148)  0.000
H (3.747, -4.311, 7.165)  0.000
F (-3.778, -4.138, -3.353)  0.000
H (0.497, -0.111, 7.338)  0.000
O (0.296, 0.767, -4.008)  0.000
C (2.777, -1.017, 1.006)  -0.001
O (5.075, -2.934, -4.356)  0.000
H (-5.787, 2.895, -2.977)  0.000
H (-2.793, 3.925, -4.822)  0.000
C (0.305, 1.031, 0.667)  0.003
H (4.839, -1.840, 0.755)  0.000
O (-3.895, 4.806, 2.042)  0.000
O (-2.681, -4.461, 4.385)  0.000
S (-3.057, 3.727, 1.497)  0.000
S (4.503, 1.516, 3.647)  0.000
H (2.668, -4.781, 5.784)  0.000
F (1.948, -0.518, -7.836)  0.000
N (-1.361, -3.931, 2.119)  0.000
H (-4.316, 1.708, -1.552)  0.000
H (-5.596, 5.701, -8.261)  0.000
C (3.654, -4.430, 6.086)  0.000
N (4.552, 0.057, 3.234)  0.000
O (-0.948, -6.334, 2.933)  0.000
O (-4.972, -0.792, -0.735)  0.000
S (-4.429, -2.716, -2.818)  0.000
O (-7.022, -1.862, -1.702)  0.000
C (-5.296, 2.066, -3.486)  0.000
C (-0.405, 1.150, -0.740)  -0.026
H (5.053, -1.553, 5.257)  0.000
H (1.547, 1.116, 7.554)  0.000
H (0.532, -1.719, 2.714)  0.001
C (3.858, -1.879, 0.280)  0.000
S (6.163, 0.208, 2.871)  0.000
C (2.487, -0.705, 6.674)  0.000
H (3.056, -1.702, 4.057)  0.000
H (1.344, -1.042, -0.646)  0.000
C (-4.911, 4.613, -6.516)  0.000
C (-1.268, -0.096, -0.851)  0.003
H (-0.589, -0.428, 3.112)  0.000
H (5.158, -2.356, 6.911)  0.000
H (-1.902, -0.358, 1.157)  0.000
H (1.624, -0.111, 8.702)  0.000
N (-4.676, 2.707, -4.733)  0.000
H (5.866, -3.405, 4.164)  0.000
O (2.195, 4.760, -3.155)  0.308
O (7.097, 0.547, 3.965)  0.000
O (0.002, 3.759, -2.562)  0.274
C (4.922, -4.946, 5.341)  0.000
H (1.082, 0.050, 3.012)  0.000
H (-2.294, 0.261, -0.934)  0.000
C (-1.143, -0.830, 0.532)  0.000
O (-5.367, -2.600, -3.951)  0.000
H (-2.753, 3.189, -2.053)  -0.004
C (-5.584, 3.667, -5.480)  0.000
S (-0.448, -5.056, 2.414)  0.000
H (1.040, -2.296, 0.450)  0.000
N (-4.960, -3.317, -1.322)  0.000
C (5.748, -3.621, 5.226)  0.000
O (2.759, -1.918, -2.736)  0.000
O (4.835, 2.607, 2.727)  0.000
C (2.928, -2.739, 4.365)  0.000
F (2.006, 2.851, -1.701)  -0.008
H (2.985, -2.551, 7.776)  0.000
O (-0.519, -3.162, 4.653)  0.000
N (1.275, 4.900, -0.847)  0.500
F (4.227, -3.739, -6.373)  0.000
H (-0.892, 2.123, -0.797)  0.010



Molecular formula: C3H11N3
Method: DFT, ωB97M-V with the def2-TZVPD basis set

Properties
HOMO level: -8.579 eV
structure (SMILES): [H]/N=C/N.CNC
net charge: 0
lowest unoccupied orbital energy: 0.878 eV
gap between HOMO and LUMO: 0.3475 Eh
energy above the lowest of the compared OMol25 structures with the same formula, charge and spin: 67.8 kcal/mol

Each line ends with the natural charge from an NBO analysis.
Positions of all 17 atoms, in Å:
H (1.153, -2.120, -2.826)  0.384
H (-1.569, -1.198, 0.353)  0.196
H (-0.090, 1.311, 2.678)  0.159
H (-0.166, -1.350, -2.277)  0.378
H (-0.031, 1.740, 1.092)  0.188
H (-0.847, -1.278, 2.031)  0.178
C (1.573, -0.402, -1.820)  0.363
H (-0.074, -0.420, 0.734)  0.190
H (1.118, 0.412, -1.345)  0.139
H (2.835, 0.495, -2.871)  0.375
C (-0.814, 1.614, 1.832)  -0.416
H (-2.525, 0.422, 2.152)  0.361
N (-1.831, 0.667, 1.416)  -0.621
N (0.798, -1.605, -2.055)  -0.822
N (2.790, -0.271, -2.233)  -0.815
C (-1.091, -0.589, 1.134)  -0.435
H (-1.229, 2.571, 2.004)  0.200



Molecular formula: C6H10
Method: DFT, ωB97M-V with the def2-TZVPD basis set

Properties
HOMO level: -6.360 eV
net charge: 0
lowest unoccupied orbital energy: -1.194 eV
gap between HOMO and LUMO: 0.1898 Eh
energy above the lowest of the compared OMol25 structures with the same formula, charge and spin: 150.8 kcal/mol

Each line ends with the natural charge from an NBO analysis.
Positions of all 16 atoms, in Å:
H (-0.165, 1.984, -0.932)  0.201
H (-0.341, -1.396, 1.754)  0.242
H (1.562, -1.360, 0.026)  0.190
H (3.054, -0.205, -1.207)  0.213
H (-1.335, 1.642, 0.458)  0.175
H (-2.121, -1.082, -0.603)  0.245
H (-1.904, 0.003, 1.184)  0.315
H (-2.884, -1.506, 1.011)  0.222
H (2.537, 1.432, -0.781)  0.204
C (0.053, 0.107, 0.186)  -0.136
C (2.181, 0.453, -1.107)  -0.643
C (-2.155, -0.924, 0.464)  -0.529
H (1.803, 0.531, -2.131)  0.196
C (1.306, -0.326, -0.162)  -0.354
C (-0.796, -0.661, 1.094)  -0.180
C (-0.621, 1.260, -0.268)  -0.360



Number 1: calculated total energy -343.72916 Eh. Number 2: calculated total energy -612.97589 Eh. Number 3: calculated total energy -10573.44662 Eh. Number 4: calculated total energy -285.06981 Eh. Number 5: calculated total energy -234.36224 Eh.